Here is 8 unconnected molecules or ions with the total composition C25H49FN2O17S5 in a non-equilibrium geometry from the OMol25 dataset. Energies are from ωB97M-V/def2-TZVPD.

Cartesian coordinates (Å):
C  3.213  -4.281  0.489
N  4.643  -4.271  0.078
O  4.940  -4.884  -0.927
O  5.415  -3.605  0.735
H  3.133  -3.606  1.334
H  2.829  -5.277  0.676
H  2.654  -3.841  -0.332
C  -0.377  -1.249  1.345
N  0.423  -1.147  0.092
O  1.160  -2.079  -0.206
O  0.412  -0.106  -0.517
H  0.387  -1.066  2.109
H  -0.934  -2.165  1.437
H  -0.958  -0.332  1.373
C  -1.359  2.412  -0.699
C  -2.273  3.406  0.081
C  -1.673  4.811  -0.051
S  -1.177  4.875  -1.786
O  0.063  5.603  -1.949
O  -2.328  5.289  -2.564
C  -0.882  3.105  -1.975
H  -1.969  1.526  -0.894
H  -0.612  2.034  -0.006
H  -2.356  3.130  1.129
H  -3.233  3.412  -0.438
H  -0.762  4.918  0.540
H  -2.354  5.628  0.163
H  0.204  2.996  -1.999
H  -1.301  2.750  -2.911
C  1.914  -3.323  -3.587
C  2.589  -1.941  -3.407
C  1.649  -0.790  -3.741
S  -0.024  -1.502  -3.999
O  -0.346  -1.651  -5.401
O  -0.957  -0.815  -3.125
C  0.406  -3.186  -3.413
H  2.343  -4.141  -3.012
H  2.098  -3.657  -4.615
H  3.499  -1.889  -4.001
H  2.870  -1.836  -2.358
H  1.839  -0.144  -4.594
H  1.433  -0.166  -2.874
H  -0.238  -3.801  -4.035
H  0.175  -3.182  -2.346
C  -5.049  -2.697  -2.471
C  -4.852  -1.239  -2.864
C  -3.749  -0.641  -1.991
S  -4.263  -1.218  -0.357
O  -5.371  -0.404  0.113
O  -3.149  -1.463  0.546
C  -4.858  -2.845  -0.950
H  -4.299  -3.335  -2.939
H  -6.031  -3.014  -2.818
H  -5.763  -0.670  -2.654
H  -4.720  -1.151  -3.942
H  -3.695  0.443  -1.929
H  -2.769  -1.075  -2.193
H  -5.764  -3.042  -0.378
H  -4.130  -3.619  -0.727
C  6.020  1.253  -1.711
C  5.065  0.077  -1.425
C  4.008  0.626  -0.463
S  3.638  2.291  -1.056
O  3.455  3.221  0.040
O  2.653  2.192  -2.118
C  5.219  2.540  -1.920
H  6.827  1.111  -2.424
H  6.538  1.403  -0.755
H  5.496  -0.809  -0.964
H  4.542  -0.184  -2.349
H  4.472  0.833  0.505
H  3.048  0.132  -0.327
H  5.697  3.326  -1.329
H  5.053  2.986  -2.895
C  -4.176  1.619  4.383
C  -3.471  0.769  3.314
C  -4.290  -0.536  3.296
S  -4.548  -0.877  5.053
O  -3.625  -1.850  5.580
O  -5.973  -1.034  5.289
C  -4.071  0.760  5.644
H  -5.214  1.848  4.147
H  -3.621  2.558  4.443
H  -2.399  0.641  3.448
H  -3.594  1.282  2.355
H  -3.762  -1.417  2.939
H  -5.251  -0.393  2.816
H  -3.023  0.714  5.943
H  -4.694  1.005  6.499
C  3.964  1.683  4.773
C  3.792  1.956  3.262
O  3.053  0.836  2.852
C  2.310  0.396  3.895
O  1.357  -0.303  3.799
O  2.793  0.887  5.049
F  4.969  1.929  2.620
H  3.909  2.527  5.453
H  4.893  1.130  4.929
H  3.228  2.882  3.151

## Properties
SMILES: O=C1OC[C@@H](F)O1.C[N+](=O)[O-].C[N+](=O)[O-].O=S1(=O)CCCC1.O=S1(=O)CCCC1.O=S1(=O)CCCC1.O=S1(=O)CCCC1.O=S1(=O)CCCC1
Charge: 0
Frontier orbital gap: 9.90 eV
LUMO level: -0.146 eV

And the Mulliken charges, in e, turn out to be: -0.38, 1.00, -0.56, -0.55, 0.28, 0.30, -0.07, -0.68, 0.66, -0.43, -0.25, 0.32, 0.30, 0.11, 0.80, -0.73, -0.91, 1.15, -0.67, -0.68, -0.20, -0.43, -0.12, 0.27, 0.35, 0.38, 0.49, -0.10, 0.45, -1.01, -0.15, -0.08, 0.90, -0.68, -0.55, -0.55, 0.41, 0.38, 0.53, -0.22, 0.50, -0.27, 0.57, 0.12, -0.64, -0.95, 0.15, 1.31, -0.77, -0.55, -0.84, 0.26, 0.35, 0.40, 0.42, 0.40, -0.18, 0.41, 0.37, -0.73, -0.44, 0.19, 1.30, -0.75, -0.65, -0.84, 0.40, 0.31, 0.44, 0.15, 0.10, -0.32, 0.38, 0.43, -0.78, 0.22, -0.65, 1.18, -0.68, -0.67, -0.76, 0.36, 0.36, 0.16, -0.21, 0.25, 0.42, 0.35, 0.46, -0.51, 0.32, -0.01, 0.44, -0.52, -0.38, -0.30, 0.28, 0.28, 0.32